[1]
Density functional theory data (ωB97M-V/def2-TZVPD) for a molecular structure, C14H34FeO8SSi3.

Each line ends with the natural charge from an NBO analysis.
Positions of all 61 atoms, in Å:
Fe1 0.73036 1.06650 -0.20645  1.3415
C1 2.84167 2.54480 2.54435  -0.6247
C2 2.36982 1.20840 1.97599  0.1228
C3 2.59570 0.08788 2.99290  -0.6111
O1 0.98675 1.28873 1.63780  -0.8237
C4 3.21260 0.84921 0.73939  0.7737
O2 4.43049 0.85713 0.78233  -0.6558
O3 2.51757 0.49000 -0.30972  -0.7425
H1 2.28013 2.77116 3.45540  0.1963
H2 2.67532 3.33989 1.81686  0.2289
H3 3.90373 2.49863 2.77722  0.2230
H4 1.99302 0.28030 3.88414  0.2021
H5 3.64914 0.03873 3.26826  0.2189
H6 2.30048 -0.87151 2.57200  0.2117
H7 0.29454 2.85647 1.83096  0.5267
C5 1.23682 1.72304 -3.21975  -0.2316
O4 0.62764 0.93754 -2.21071  -0.8946
Si1 -0.27585 -0.47522 -2.27728  1.9940
C6 -1.64560 -0.28088 -3.55142  -1.1651
C7 0.86628 -1.80719 -2.95520  -1.1673
C8 -0.62500 -0.54844 -0.48419  -1.7691
Si2 -0.06326 -2.11082 0.38505  1.7622
C9 -1.00549 -3.66038 -0.16597  -1.1325
C10 1.73894 -2.61293 0.12282  -1.1437
C11 -0.32994 -1.96718 2.24684  -1.1421
Si3 -2.31816 -0.04884 0.19017  1.7804
C12 -3.38263 1.10063 -0.87676  -1.1210
C13 -2.25162 0.68185 1.92785  -1.1470
C14 -3.45027 -1.57373 0.31192  -1.1353
H8 2.05946 1.17135 -3.68021  0.1781
H9 1.61792 2.62960 -2.75689  0.2247
H10 0.49708 1.98417 -3.98019  0.1731
H11 -1.28367 -0.55712 -4.54407  0.2310
H12 -2.02571 0.74015 -3.60034  0.2436
H13 -2.48252 -0.94022 -3.30612  0.2429
H14 0.90371 -1.77309 -4.04696  0.2278
H15 0.54154 -2.80907 -2.66959  0.2362
H16 1.87732 -1.65819 -2.57104  0.2569
H17 -0.92346 -3.81119 -1.24551  0.2190
H18 -2.06633 -3.64234 0.08710  0.2327
H19 -0.55865 -4.53491 0.31551  0.2262
H20 1.83697 -3.26898 -0.74563  0.2252
H21 2.06139 -3.19511 0.99185  0.2272
H22 2.41563 -1.77387 -0.00493  0.2640
H23 -1.38617 -1.88735 2.51121  0.2294
H24 0.17660 -1.09410 2.64879  0.2537
H25 0.06504 -2.86031 2.74101  0.2243
H26 -3.27183 2.13238 -0.54923  0.2508
H27 -4.43212 0.81215 -0.77140  0.2152
H28 -3.14307 1.06507 -1.93786  0.2246
H29 -1.22726 0.80668 2.27059  0.2620
H30 -2.77825 0.04245 2.64167  0.2202
H31 -2.73049 1.66296 1.93294  0.2389
H32 -3.56514 -2.07494 -0.65420  0.2208
H33 -4.43925 -1.22405 0.62157  0.2248
H34 -3.12191 -2.31627 1.04132  0.2210
O5 -0.72307 4.76588 -0.57189  -0.9477
S1 -0.11018 3.58283 -0.06431  2.5835
O6 -0.09338 3.72690 1.50519  -0.9206
O7 -0.86340 2.32553 -0.32554  -0.9905
O8 1.27006 3.30925 -0.48763  -0.9939

Calculated values
- <S²> = 0.83
- calculated total energy (a.u.) = -3686.4323
- relative energy (zero: lowest compared OMol25 entry of this formula, charge and spin) (kcal/mol) = 1.42
- 2S+1 = 2
- net charge = -1
- HOMO energy (alpha / beta) (eV) = -6.12 / -6.11

=====

[2]
Density functional theory data (ωB97M-V/def2-TZVPD) for a molecular structure, C39H54CsN5O2S in a non-equilibrium geometry.

Each line ends with the Löwdin charge.
Positions of all 102 atoms, in Å:
Cs1 1.23893 -1.71468 0.12294  0.4993
C1 -2.28933 6.72321 -1.86779  -0.0742
C2 -2.73333 5.22845 -2.30732  -0.3445
C3 -3.56760 5.35956 -3.66570  -0.0814
C4 -3.46449 4.52103 -1.23809  -0.1880
C5 -4.76544 4.90784 -0.90217  -0.0893
C6 -5.66194 4.14554 -0.16517  -0.1085
C7 -5.21071 2.91415 0.36237  -0.0460
C8 -3.92364 2.46937 0.01136  -0.1200
C9 -3.44931 1.10422 0.51150  -0.3917
C10 -2.49757 1.33871 1.61898  -0.0840
C11 -4.55971 0.09217 0.86514  -0.0698
C12 -3.00807 3.25925 -0.77194  -0.1579
N1 -1.69709 2.84550 -0.89950  0.0646
C13 -0.59288 3.50167 -0.95122  -0.2114
C14 0.58052 2.90680 -1.56860  -0.2105
N2 0.65737 1.63797 -1.80712  0.0534
C15 1.63803 0.90070 -2.42521  -0.2026
C16 1.13279 -0.24549 -3.11804  -0.2179
C17 2.07274 -1.14866 -3.56885  -0.0929
C18 3.40300 -0.79106 -3.63275  -0.1209
C19 3.85404 0.43722 -3.21744  -0.0955
C20 3.06818 1.20149 -2.40406  -0.1232
C21 3.74041 2.27222 -1.46339  -0.3559
C22 4.08508 3.53081 -2.23805  -0.0913
C23 3.25584 2.48175 0.00619  -0.0588
C24 -0.34020 -0.52061 -3.14395  -0.3407
C25 -1.25267 0.62153 -3.76120  -0.0683
C26 -0.75798 -1.80010 -3.96350  -0.0760
H1 -1.29907 7.01794 -2.30101  0.0660
H2 -2.26044 6.83393 -0.74197  0.0816
H3 -2.92054 7.49205 -2.28434  0.0369
H4 -1.79874 4.69467 -2.57310  0.1044
H5 -4.55505 5.78042 -3.37746  0.0493
H6 -3.82760 4.34676 -4.13869  0.0886
H7 -3.06437 6.01996 -4.47022  0.0845
H8 -5.06153 5.84139 -1.33420  0.0878
H9 -6.66662 4.56536 0.02360  0.0879
H10 -5.84057 2.37640 1.01539  0.0738
H11 -2.96094 0.66252 -0.36122  0.1310
H12 -2.92482 1.76629 2.52798  0.0833
H13 -1.67981 2.02324 1.45815  0.0663
H14 -1.96654 0.45947 1.95909  0.0667
H15 -5.22994 0.49103 1.65589  0.0645
H16 -4.05485 -0.85896 1.26349  0.0752
H17 -5.10407 -0.14431 -0.07298  0.0880
H18 -0.41031 4.44489 -0.35819  0.1167
H19 1.31996 3.70433 -1.85562  0.1027
H20 1.76547 -2.17762 -3.86181  0.1157
H21 4.15274 -1.52242 -4.04311  0.1110
H22 4.86938 0.73076 -3.38554  0.1041
H23 4.72102 1.71394 -1.26145  0.1296
H24 3.86180 3.46332 -3.25914  0.0522
H25 5.18478 3.71745 -2.11689  0.0820
H26 3.61211 4.40904 -1.74603  0.0756
H27 2.33920 3.02110 0.05009  0.0297
H28 4.04333 3.11000 0.45640  0.0777
H29 3.14738 1.53937 0.55115  0.0771
H30 -0.70927 -0.54188 -2.07031  0.1165
H31 -1.26377 0.51966 -4.82439  0.0477
H32 -0.97147 1.66833 -3.49266  0.0666
H33 -2.29734 0.48480 -3.44142  0.0756
H34 -0.34409 -1.81922 -5.02325  0.1005
H35 -1.83294 -1.82000 -4.05083  0.0640
H36 -0.47613 -2.66972 -3.44891  0.0430
N3 -3.03944 -3.13091 2.13376  0.1396
C27 -2.09020 -3.64511 1.35175  -0.5966
O1 -0.96154 -3.12017 1.40230  -0.2014
C28 -2.50919 -4.69686 0.36935  -0.3563
C29 -3.48201 -4.23340 -0.62467  -0.2147
H37 -2.67000 -2.31242 2.65322  0.1135
H38 -3.99758 -3.26045 1.94530  0.0527
H39 -2.78450 -5.58238 0.96685  0.1038
H40 -1.50791 -4.72004 -0.13610  0.0781
H41 -4.33006 -4.79054 -1.06576  -0.0725
H42 -3.31436 -3.21534 -0.95309  -0.0433
C30 3.37616 -1.23083 5.19312  -0.2428
S1 3.15123 -2.38519 3.79161  0.8633
O2 2.10819 -1.60811 3.00014  -0.6765
C31 2.34037 -3.66444 4.80122  -0.3996
C32 3.17500 -4.61002 5.29208  -0.1134
C33 2.73675 -5.53779 6.29223  -0.0757
C34 1.41156 -5.49159 6.71042  -0.1085
C35 0.58309 -4.58063 6.10689  -0.1052
C36 1.02610 -3.57530 5.27521  -0.0493
H43 3.78718 -1.76179 6.08424  0.0631
H44 2.48664 -0.75551 5.56602  0.0425
H45 3.95061 -0.34633 4.85843  0.0540
H46 4.19438 -4.60727 4.94563  0.0915
H47 3.53054 -6.26579 6.64171  0.1106
H48 0.97654 -6.24055 7.32927  0.0904
H49 -0.47905 -4.66954 6.38264  0.1135
H50 0.38834 -2.71119 5.03294  0.1279
N4 5.83574 -4.10596 0.36960  0.0334
C37 4.78243 -5.04778 0.61346  -0.1320
C38 3.63163 -4.33940 0.42102  -0.2406
N5 3.89577 -3.04345 0.13503  -0.0935
C39 5.20149 -2.93563 0.00028  -0.2011
H51 6.83367 -4.41189 0.31480  0.0459
H52 4.94742 -6.11204 0.89685  0.0818
H53 2.62139 -4.71261 0.69064  0.1072
H54 5.74231 -2.06660 -0.27230  0.0907

Calculated values
- calculated total energy (a.u.) = -2360.8140
- net charge = -2
- HOMO energy (alpha / beta) (eV) = 0.16 / 1.41

=====

[3]
Density functional theory data (ωB97M-V/def2-TZVPD) for a single ClH3NO2P molecule in a non-equilibrium geometry.

Each line ends with the natural charge from an NBO analysis.
Positions of all 8 atoms, in Å:
N1 0.39032 -1.27767 0.90723  -0.5174
O1 1.00886 -0.76866 -0.35209  -0.6967
P1 0.48533 0.51856 -1.10661  1.4554
O2 -1.17607 0.28285 -1.05166  -0.9780
Cl1 0.61504 2.19697 0.51095  -0.4933
H1 0.77224 -0.75270 1.67087  0.3644
H2 -0.63850 -1.29961 0.94017  0.3697
H3 -1.45722 1.10026 -1.51886  0.4959

Calculated values
- structure (SMILES) = NOP(O)Cl
- calculated total energy (a.u.) = -1008.5719
- relative energy (zero: lowest compared OMol25 entry of this formula, charge and spin) (kcal/mol) = 50.92
- HOMO energy (eV) = -10.23

=====

[4]
Density functional theory data (ωB97M-V/def2-TZVPD) for 2 unconnected molecules or ions with the total composition C4H10S.

Each line ends with the natural charge from an NBO analysis.
Positions of all 15 atoms, in Å:
C1 2.43946 1.39656 0.90816  -0.4098
C2 2.18178 1.11544 -0.36495  -0.1691
C3 2.29787 -0.25667 -0.98288  -0.6611
H1 2.28726 2.42354 1.21624  0.1951
H2 2.83462 0.70869 1.64146  0.1924
H3 1.85479 1.93661 -0.98586  0.1935
H4 3.34891 -0.54205 -1.09462  0.2224
H5 1.88330 -1.00875 -0.30447  0.2163
H6 1.77186 -0.32657 -1.92512  0.2194
C4 -2.61198 0.42127 0.02485  -0.7254
S1 -1.89902 -1.24375 0.18624  -0.0534
H7 -3.10188 0.75157 0.92733  0.2152
H8 -1.82560 1.09891 -0.29377  0.2219
H9 -3.30630 0.36140 -0.81878  0.2235
H10 -0.76205 -0.87883 0.78670  0.1191

Calculated values
- structure (SMILES) = C=CC.CS
- calculated total energy (a.u.) = -556.5448
- relative energy (zero: lowest compared OMol25 entry of this formula, charge and spin) (kcal/mol) = 23.34
- HOMO energy (eV) = -9.05

=====

[5]
Density functional theory data (ωB97M-V/def2-TZVPD) for a molecular structure, C4H6LiO3 in a non-equilibrium geometry.

Each line ends with the natural charge from an NBO analysis.
Positions of all 14 atoms, in Å:
H1 0.25815 1.05047 2.30463  0.1230
O1 -0.43440 -0.80376 2.21388  -0.5480
Li1 2.93231 -0.97953 5.02749  0.9875
O2 1.73152 -0.24627 3.87897  -0.8272
C1 0.71643 0.28755 3.46232  0.7861
O3 -0.22564 0.73592 4.24172  -0.5040
C2 -0.40975 0.10741 5.51563  -0.2826
C3 -0.89298 0.12996 1.49041  0.5532
C4 -2.06400 0.48093 0.99623  -0.4610
H2 -1.43143 0.35030 5.81673  0.2317
H3 -0.28985 -0.98148 5.46780  0.1926
H4 0.34113 0.51308 6.20401  0.1860
H5 -2.57199 -0.17668 0.29219  0.2901
H6 -2.60833 1.31091 1.44395  0.2727

Calculated values
- calculated total energy (a.u.) = -388.8742
- relative energy (zero: lowest compared OMol25 entry of this formula, charge and spin) (kcal/mol) = 102.33
- net charge = +1
- HOMO energy (alpha / beta) (eV) = -13.10 / -13.10